Here is a 2-piece molecular cluster, C4H8N2O2 overall from the Open Molecules 2025 dataset. Energies are from ωB97M-V with the def2-TZVPD basis set.

```
! wB97M-V def2-TZVPD RIJCOSX def2/J DEFGRID3
* xyz 1 2
C 1.4036 2.2416 -0.2617
N -0.0424 1.9435 -0.1071
C -0.4689 0.7678 0.1297
C 0.3156 -0.2250 0.9276
N -0.2680 -1.4722 1.0370
C -0.7260 -2.1142 -0.1973
O 1.4019 0.0352 1.3425
O 1.7767 3.3464 -0.2444
H 1.9976 1.3525 -0.4725
H -0.7317 2.5251 -0.5767
H -0.8085 -0.5454 -1.7105
H -1.5503 0.7566 0.0801
H 0.2698 -2.1076 1.6244
H -1.6541 -2.6667 -0.0992
H 0.0551 -2.7022 -0.6656
H -0.9703 -1.1355 -0.8063
*
```

As for the LUMO energy (spin up / spin down): -0.240 / -0.254 Eh. Its energy is -11340.8395 eV. The relative energy (zero: lowest compared OMol25 entry of this formula, charge and spin) comes out at 81.7 kcal per mole. As for the expectation value of S²: 0.756.

Mulliken population analysis, charges in e, atoms 1 to 2: 0.02, 0.02